C24H42AlBr6Cl4F7O11S3 | wB97M-V/def2-TZVPD

Cartesian coordinates (Å):
1 C 5.05254 1.26527 2.42115
2 C 4.89858 -0.13424 1.51865
3 C 3.76810 0.03829 0.34387
4 O 4.46215 -0.01734 -0.98570
5 C 4.27680 1.26446 -1.69868
6 O 5.02598 2.33370 -1.40758
7 C 3.16642 1.44269 -2.90726
8 S 1.73217 2.47822 -2.29022
9 S 0.16743 1.16253 -1.62646
10 C 0.69366 -0.63171 -1.78448
11 C 0.02831 -1.64529 -0.67460
12 C -0.39675 -3.12147 -1.33107
13 C 1.00152 -3.83612 -1.80742
14 O 1.21950 -3.48197 -3.23579
15 C -0.08527 1.67389 0.17463
16 F 0.41954 3.08177 0.27850
17 F 0.67526 0.86249 1.15201
18 C -1.70406 1.73263 0.42468
19 F -2.41677 0.81115 -0.51761
20 F -2.13234 3.12724 0.03141
21 C -2.17815 1.42091 1.96289
22 F -2.45651 -0.03561 2.12572
23 F -3.51432 2.10575 2.12954
24 F -1.30058 1.99352 3.01320
25 O 4.76513 -1.34532 2.34277
26 C 3.44081 -1.45488 2.97293
27 O 2.92761 -0.64646 3.90332
28 C 2.48654 -2.75421 2.53148
29 S 3.33404 -3.88168 1.28983
30 H 5.90890 1.96358 1.97447
31 H 4.00015 1.78961 2.39842
32 H 5.35218 0.91261 3.52052
33 H 5.94675 -0.23420 0.95614
34 H 3.25436 1.10974 0.38836
35 H 2.95442 -0.80183 0.30548
36 H 3.66779 2.04487 -3.78732
37 H 2.82443 0.39614 -3.32093
38 H 1.85364 -0.80119 -1.77194
39 H 0.30395 -1.01148 -2.84711
40 H -0.84766 -1.17808 -0.05378
41 H 0.90213 -1.90050 0.09773
42 H -0.85294 -3.75676 -0.45954
43 H -1.10546 -2.97221 -2.25017
44 H 0.92879 -5.00192 -1.70023
45 H 1.94143 -3.43596 -1.21945
46 H 2.11790 -3.01884 -3.29409
47 H 1.40750 -2.41304 2.18516
48 H 2.32760 -3.39760 3.51932
49 H 3.74175 -3.18309 0.14082
50 Br 4.68568 0.14145 5.13561
51 Al 6.18568 -1.70655 5.47761
52 C -5.72081 3.92113 2.96776
53 C -5.49350 3.25644 4.31351
54 O -6.49875 3.65649 5.25242
55 C -7.68996 3.02012 5.14075
56 O -7.96839 2.14930 4.33042
57 O -8.53294 3.53554 6.07076
58 C -9.85554 3.00676 6.00890
59 H -5.80011 5.00735 3.08214
60 H -4.90079 3.69526 2.28053
61 H -6.65595 3.58138 2.51141
62 H -4.53051 3.58178 4.72133
63 H -5.45297 2.16474 4.22390
64 H -9.84918 1.91234 6.03838
65 H -10.35791 3.36654 5.10586
66 H -10.40754 3.37020 6.88076
67 C 0.19243 -5.17973 -6.72980
68 Cl -0.50646 -5.65567 -8.29805
69 Cl 0.76841 -6.63087 -5.87130
70 Cl 1.55877 -4.06871 -7.00108
71 Cl -1.05086 -4.36359 -5.74868
72 C -2.73550 -1.49799 -8.24320
73 Br -4.43503 -2.19902 -7.60720
74 Br -2.93165 -0.53907 -9.92436
75 Br -1.84752 -0.41627 -6.89208
76 H -2.08802 -2.35888 -8.43983
77 C 2.61746 -5.49596 -10.14579
78 O 3.48019 -4.55232 -10.49210
79 H 1.79326 -5.20501 -9.47262
80 H 2.05444 -5.98848 -10.95684
81 H 3.01692 -6.37472 -9.61169
82 Br 1.99246 -1.54182 -7.95062
83 C -0.68680 4.99190 -4.41736
84 O -0.84359 3.65566 -3.97670
85 H -0.76120 5.01771 -5.50700
86 H -1.47493 5.61370 -3.98569
87 H 0.29418 5.36434 -4.11241
88 H -0.77292 3.66433 -3.00701
89 C 0.91791 -0.08481 7.96566
90 C 1.84918 1.09814 7.80058
91 O 2.20120 1.25134 6.43352
92 H 1.39399 -1.00255 7.60512
93 H 0.64053 -0.21938 9.01491
94 H 0.00651 0.05425 7.37505
95 H 2.76784 0.94528 8.37459
96 H 1.37554 2.02190 8.14690
97 H 1.37939 1.39499 5.93351
98 Br 4.69246 1.72307 7.06797

Properties
Gap between HOMO and LUMO (eV): 0.9089
DFT total energy (a.u.): -21187.29370
Energy above the lowest of the compared OMol25 structures with the same formula, charge and spin (kJ/mol): 1094.6
Maximum force (hartree/bohr): 0.18680
Total charge: 0
HOMO (eV): -5.121
E_LUMO (eV): -4.2


C40H64BrInN5O3PSb2Se2 | wB97M-V/def2-TZVPD

Cartesian coordinates (Å):
1 In -1.62920 -1.17213 -0.99127
2 C -4.16100 3.35217 0.30723
3 Sb -2.48910 2.23467 1.09663
4 C -3.63770 0.80767 2.26413
5 C -1.98860 3.62987 2.69043
6 C -1.42200 4.87307 2.10663
7 C -2.21040 6.01737 2.05173
8 C -1.73080 7.19447 1.50923
9 C -0.44270 7.23817 1.00133
10 C 0.34390 6.10357 1.03173
11 C -0.12510 4.90937 1.57713
12 C 0.73610 3.71567 1.55853
13 Sb 0.17660 2.30437 -0.07717
14 C -0.43480 3.88277 -1.40897
15 C 3.76160 1.06887 1.12943
16 H -4.92700 3.43117 1.07423
17 H -4.56220 2.83167 -0.55947
18 H -3.82730 4.34747 0.02483
19 H -3.98030 1.29987 3.16793
20 H -3.02910 -0.05373 2.51713
21 H -4.49070 0.49087 1.67553
22 H -1.29590 3.13647 3.37243
23 H -2.91130 3.84177 3.22803
24 H -3.21190 5.97867 2.45563
25 H -2.35750 8.07147 1.48853
26 H -0.05730 8.15457 0.58193
27 H 1.34930 6.13457 0.63533
28 H 0.68460 3.14347 2.48483
29 H 1.77450 3.99097 1.38263
30 H 0.35780 4.62587 -1.44917
31 H -1.34940 4.35167 -1.05337
32 H -0.58170 3.45737 -2.39467
33 H 4.31440 1.03997 2.07133
34 H 4.77840 -0.67993 0.75103
35 H 2.69980 1.22427 1.34113
36 C -3.53870 2.93417 -3.56807
37 Se -4.01330 1.10187 -3.10777
38 C -3.36500 0.35337 -4.81157
39 C -3.81970 -1.05593 -5.10527
40 Se -2.96430 -2.43103 -3.98307
41 C -4.47270 -2.84983 -2.81937
42 H -2.53120 2.93127 -3.97337
43 H -3.57520 3.54157 -2.67057
44 H -4.24080 3.32287 -4.30197
45 H -2.27400 0.41527 -4.77907
46 H -3.74080 1.02587 -5.58807
47 H -3.56000 -1.30303 -6.13797
48 H -4.89730 -1.16803 -4.97867
49 H -5.27790 -3.27793 -3.41197
50 H -4.79560 -1.93323 -2.32627
51 H -4.12790 -3.57693 -2.08627
52 Br -0.30250 -4.26463 -2.49167
53 C 0.45790 -2.79403 -3.42357
54 C 1.21300 -2.96533 -4.57247
55 C 1.77090 -1.82533 -5.13517
56 C 1.60150 -0.59893 -4.50837
57 C 0.79610 -0.54583 -3.37957
58 N 0.22710 -1.62763 -2.86927
59 C 0.51170 0.69627 -2.57677
60 O 1.46440 1.43137 -2.27197
61 O -0.66790 0.86367 -2.19237
62 H 1.34790 -3.94123 -5.00847
63 H 2.34290 -1.90143 -6.04777
64 H 2.05890 0.30237 -4.88257
65 C -5.37270 -5.21813 3.15703
66 C -4.38270 -4.29813 2.53753
67 C -3.01550 -4.40613 2.77073
68 C -2.14960 -3.52573 2.14533
69 N -2.55390 -2.56553 1.32363
70 C -3.85990 -2.45923 1.10703
71 C -4.80510 -3.28093 1.68323
72 H -4.89560 -6.11453 3.53963
73 H -6.13760 -5.49993 2.43713
74 H -5.87110 -4.71213 3.98313
75 H -2.63970 -5.17823 3.42423
76 H -1.07920 -3.59663 2.29133
77 H -4.15650 -1.66983 0.42313
78 H -5.85360 -3.15103 1.46503
79 O 1.31690 -0.99533 0.06313
80 P 2.42870 -1.42973 0.90033
81 N 3.89980 -0.24613 0.46303
82 C 3.94650 -0.11353 -1.00497
83 C 5.18240 0.66077 -1.46797
84 C 5.53700 1.76947 -0.47037
85 C 4.27530 2.21607 0.25893
86 N 3.06160 -2.90223 0.59653
87 C 4.17130 -3.56063 1.28933
88 C 4.90220 -4.38703 0.21263
89 C 4.24790 -3.97443 -1.10787
90 C 2.83930 -3.59093 -0.67407
91 N 2.21930 -1.13243 2.49153
92 C 0.96540 -0.50333 2.93703
93 C 0.95190 -0.72343 4.44613
94 C 2.43950 -0.75013 4.79143
95 C 3.02560 -1.55663 3.63563
96 H 3.02960 0.39237 -1.31617
97 H 3.94780 -1.11333 -1.43957
98 H 4.94510 1.09217 -2.43857
99 H 6.03850 -0.00243 -1.60207
100 H 5.99330 2.60977 -0.99077
101 H 6.26730 1.40807 0.25833
102 H 3.51900 2.51277 -0.47207
103 H 4.48290 3.07327 0.89853
104 H 3.78350 -4.21923 2.06753
105 H 4.82900 -2.83053 1.76333
106 H 4.74880 -5.45023 0.38793
107 H 5.97350 -4.20013 0.21203
108 H 4.25160 -4.77443 -1.84027
109 H 4.76510 -3.11703 -1.54147
110 H 2.23140 -4.48373 -0.49867
111 H 2.31500 -2.93603 -1.36637
112 H 0.11610 -0.95723 2.42453
113 H 0.98380 0.56917 2.70203
114 H 0.48770 -1.67813 4.69253
115 H 0.41890 0.06377 4.97213
116 H 2.64450 -1.19693 5.76073
117 H 2.84550 0.26277 4.78573
118 H 2.90950 -2.62963 3.81683
119 H 4.08280 -1.33783 3.48183

Properties
Gap between HOMO and LUMO (eV): 7.0297
DFT total energy (a.u.): -10450.55434
Maximum force (hartree/bohr): 0.02727
Total charge: +2
HOMO (eV): -11.788
E_LUMO (eV): -4.8


C34H55FN5O2P2S3 | wB97M-V/def2-TZVPD

Cartesian coordinates (Å):
1 C 3.05983 6.15505 -7.15115
2 C 2.10386 5.62837 -6.40236
3 C 0.82587 4.98424 -5.64020
4 C 1.22782 3.65052 -4.76990
5 C -0.01712 2.62050 -4.93800
6 C -0.41908 1.83437 -3.59658
7 C -1.17708 2.59993 -2.40288
8 S -1.45531 4.43261 -2.73444
9 C -1.62105 1.86018 -1.07591
10 P -2.53866 2.72231 0.31496
11 N -3.14282 4.15649 0.00158
12 O -1.43177 2.84232 1.64552
13 O -3.90947 1.70521 0.69149
14 C -1.26398 0.29835 -0.91511
15 C -1.63104 -0.53718 0.44586
16 C -0.29815 -1.25509 1.09527
17 C -2.85778 -1.58911 0.22322
18 C -3.84719 -1.57407 1.53487
19 C -0.52344 -0.53166 -2.07204
20 C -0.11799 0.31042 -3.35768
21 S 0.81511 -0.55798 -4.74414
22 C 0.00092 -2.25480 -4.69424
23 C -0.21505 -3.08167 -6.01339
24 S 0.37960 -2.27330 -7.59853
25 C -0.92193 -4.50454 -5.95838
26 N -1.11382 -5.21255 -7.24525
27 C -2.49089 -4.96537 -7.82248
28 C -2.83261 -3.40809 -8.07362
29 C -1.34767 -5.02109 -4.53511
30 F -1.94957 -6.32858 -4.45732
31 C -1.12478 -4.17550 -3.18913
32 P -1.70233 -5.03480 -1.59392
33 N -0.36667 -5.25272 -0.68876
34 C -0.42837 -2.72908 -3.23017
35 N -0.18957 -1.97120 -1.98002
36 H 3.57673 6.76127 -7.99461
37 H 0.31753 5.73540 -4.91869
38 H 0.04472 4.75051 -6.46117
39 H 2.19636 3.22878 -5.26615
40 H 1.42493 3.92718 -3.67065
41 H -0.94343 3.25800 -5.25344
42 H 0.22132 1.95079 -5.84149
43 H -2.44563 4.46508 -3.71409
44 H -2.74988 4.87949 0.62740
45 H -1.94279 3.19028 2.41905
46 H -4.17654 1.35752 -0.19535
47 H -1.99781 0.17111 1.29957
48 H -0.51530 -1.32649 2.23975
49 H 0.64837 -0.62193 0.89946
50 H -0.17922 -2.35542 0.74231
51 H -2.37311 -2.65227 0.24076
52 H -3.47668 -1.39311 -0.72407
53 H -3.26077 -2.07028 2.39073
54 H -4.82277 -2.15921 1.36644
55 H -4.13849 -0.51261 1.86459
56 H 0.79210 -3.26629 -8.49711
57 H -0.95480 -6.23674 -7.14724
58 H -3.34540 -5.38855 -7.15089
59 H -2.55447 -5.49087 -8.85568
60 H -2.20064 -2.91564 -8.90496
61 H -3.93832 -3.32827 -8.42638
62 H -2.74921 -2.77263 -7.11021
63 H -2.24403 -6.33355 -1.92860
64 H -2.72618 -4.27627 -0.93591
65 H -0.31229 -6.29526 -0.59424
66 H -0.79490 -2.42043 -1.27325
67 C 4.73118 2.68731 6.66566
68 C 4.33964 1.38178 7.34555
69 C 3.89702 0.24425 6.41201
70 C 2.92550 0.56040 5.27712
71 N 1.43732 0.81764 5.57120
72 C 0.55911 -0.35516 5.10735
73 C 0.70934 -1.37858 6.21193
74 C 0.71457 -0.54539 7.48429
75 C 1.03210 0.87762 7.05340
76 C 1.00575 2.12166 4.86401
77 C 0.99379 2.07606 3.32812
78 C 2.32177 1.96221 2.59236
79 H 3.95481 3.07241 6.00171
80 H 4.90886 3.45470 7.42467
81 H 5.65562 2.56870 6.09212
82 H 3.57866 1.60149 8.09564
83 H 5.19567 1.02468 7.92605
84 H 3.55197 -0.61161 7.00012
85 H 4.81408 -0.10157 5.91757
86 H 2.96025 -0.26049 4.55716
87 H 3.31653 1.43845 4.77043
88 H -0.46817 0.00583 5.04360
89 H 0.89171 -0.71062 4.12529
90 H 1.64685 -1.92708 6.10926
91 H -0.10230 -2.11383 6.20501
92 H 1.44515 -0.93465 8.20086
93 H -0.26157 -0.58066 7.97658
94 H 1.79386 1.36999 7.64443
95 H 0.13049 1.48681 7.12761
96 H 1.65320 2.91735 5.24434
97 H -0.01366 2.33231 5.20275
98 H 0.53496 3.01849 3.00120
99 H 0.32114 1.28671 2.97764
100 H 3.04686 2.69990 2.95192
101 H 2.16992 2.14959 1.52639
102 H 2.75084 0.96123 2.66667

Properties
Gap between HOMO and LUMO (eV): 7.3316
DFT total energy (a.u.): -3729.09974
Maximum force (hartree/bohr): 0.13622
Total charge: +1
HOMO (eV): -9.685
E_LUMO (eV): -2.4


C22H17F4N3O2 | wB97M-V/def2-TZVPD

Cartesian coordinates (Å):
1 C 0.30623 2.88381 -5.47516
2 O 0.38509 1.52366 -5.11906
3 C 0.64742 1.19556 -3.83484
4 C 0.85022 2.11326 -2.80190
5 C 1.10664 1.64414 -1.53342
6 C 1.17085 0.27872 -1.26260
7 C 0.97913 -0.65032 -2.26796
8 C 0.71755 -0.17742 -3.54729
9 C 0.49678 -1.13957 -4.67946
10 F -0.71158 -0.99324 -5.25356
11 F 0.56638 -2.42178 -4.29501
12 F 1.40003 -0.99747 -5.66518
13 N 1.41574 0.05827 0.09552
14 C 1.92819 -1.11201 0.58536
15 O 2.29705 -2.02968 -0.11272
16 N 2.08706 -1.15888 1.96786
17 C 1.16672 -0.79637 2.94780
18 C 1.60632 -0.69073 4.26660
19 C 0.69879 -0.32933 5.24119
20 F 1.12737 -0.22803 6.51527
21 C -0.62705 -0.06184 4.96100
22 C -1.07109 -0.18909 3.64739
23 C -2.48048 0.05895 3.31798
24 C -3.19209 1.10568 3.90265
25 C -4.51882 1.29720 3.56029
26 C -5.09235 0.43538 2.63670
27 N -4.43223 -0.56470 2.07901
28 C -3.17023 -0.74853 2.41081
29 C -0.17402 -0.56421 2.65169
30 C 1.39870 1.33407 0.80825
31 C 1.38221 2.42084 -0.28085
32 H 1.25346 3.40068 -5.29320
33 H 0.09051 2.89047 -6.54182
34 H -0.50093 3.39174 -4.93833
35 H 0.81026 3.17469 -2.98374
36 H 1.04675 -1.70738 -2.07342
37 H 2.75288 -1.86766 2.24904
38 H 2.63296 -0.88899 4.52953
39 H -1.30066 0.20269 5.75957
40 H -2.70355 1.77010 4.60121
41 H -5.09332 2.10004 3.99571
42 H -6.12313 0.54597 2.32788
43 H -2.68448 -1.59523 1.94357
44 H -0.52456 -0.69182 1.63888
45 H 0.50111 1.40397 1.43206
46 H 2.27146 1.40551 1.46060
47 H 2.34527 2.93016 -0.35797
48 H 0.61923 3.17411 -0.08733

Properties
Gap between HOMO and LUMO (eV): 8.4084
DFT total energy (a.u.): -1562.81846
Energy above the lowest of the compared OMol25 structures with the same formula, charge and spin (kJ/mol): 0.0
SMILES string: COc1cc2c(cc1C(F)(F)F)N(C(=O)Nc1cc(F)cc(-c3cccnc3)c1)CC2
Maximum force (hartree/bohr): 0.01529
Total charge: 0
HOMO (eV): -8.104
E_LUMO (eV): 0.3


C2H10N3P3 | wB97M-V/def2-TZVPD

Cartesian coordinates (Å):
1 C 3.60987 0.55816 0.16026
2 C -1.71490 0.53193 1.44477
3 N 1.52105 -1.00788 -0.22648
4 N -2.26775 1.17254 -1.10792
5 N -1.99165 -1.40858 -0.72819
6 P 1.85209 0.26171 0.67736
7 P 0.50476 -2.23018 -0.43245
8 P -2.71693 -0.08988 -0.11229
9 H 3.87664 1.64323 -0.10602
10 H 4.29270 0.21699 0.95530
11 H 3.84847 0.07202 -0.82581
12 H -0.74493 0.06426 1.51150
13 H -2.01480 0.24084 2.47233
14 H -1.66062 1.64155 1.49943
15 H -2.45662 2.14581 -0.85849
16 H -2.32564 1.00074 -2.14202
17 H -2.23269 -2.38096 -0.35700
18 H 0.62096 -2.43230 -1.82430

Properties
Gap between HOMO and LUMO (spin up / spin down) (eV): 6.6681 / 5.3865
DFT total energy (a.u.): -1270.41713
Energy above the lowest of the compared OMol25 structures with the same formula, charge and spin (kJ/mol): 253.9
Maximum force (hartree/bohr): 0.04620
Total charge: 0
HOMO (spin up / spin down) (eV): -7.458 / -6.617
E_LUMO (spin up / spin down) (eV): -0.8 / -1.2


C19H33AlF5O2 | wB97M-V/def2-TZVPD

Cartesian coordinates (Å):
1 C 4.66605 -1.56816 3.24402
2 C 5.16217 -0.06232 3.03101
3 C 4.47917 0.44280 1.68079
4 C 4.32074 2.01192 1.59174
5 C 2.86029 2.58660 1.87158
6 Al 1.63343 1.43889 3.03874
7 C -0.14563 0.99861 2.03930
8 F -1.04158 0.51712 3.05000
9 F -0.77303 2.14354 1.48380
10 C 0.00618 -0.13221 0.97720
11 C 1.08413 -0.06819 0.00911
12 C 1.37384 -1.06127 -1.01026
13 C 0.50075 -2.23970 -1.06584
14 C -0.62071 -2.29936 -0.11699
15 C -1.54284 -3.55959 -0.25378
16 F -1.62589 -3.90630 -1.59366
17 F -2.76879 -3.25177 0.27105
18 F -0.96454 -4.61945 0.40890
19 C -0.89619 -1.29336 0.88879
20 H 4.35955 -2.00135 2.24820
21 H 5.47665 -2.23013 3.64120
22 H 3.73359 -1.59144 3.86935
23 H 6.27534 0.01871 2.99646
24 H 4.70123 0.54630 3.85868
25 H 3.54947 -0.13865 1.47630
26 H 5.21138 0.15269 0.86305
27 H 5.11954 2.52017 2.20680
28 H 4.56849 2.28678 0.52004
29 H 3.00891 3.55382 2.44208
30 H 2.34205 2.88390 0.91616
31 H 1.18392 2.29073 4.32645
32 H 2.28229 0.07547 3.55460
33 H 1.75736 0.82532 0.06100
34 H 2.24042 -0.95047 -1.70677
35 H 0.70660 -3.03737 -1.80997
36 H -1.76485 -1.38343 1.58510
37 C -5.27038 -2.03711 -0.83762
38 C -6.66772 -1.68613 -0.35176
39 C -7.68660 -2.72119 -0.80465
40 O -7.03985 -0.40240 -0.85306
41 H -5.23419 -2.06398 -1.93159
42 H -4.55105 -1.28186 -0.51548
43 H -4.95229 -3.00695 -0.45546
44 H -6.67137 -1.61994 0.73833
45 H -7.73129 -2.77062 -1.89710
46 H -8.68696 -2.45183 -0.45789
47 H -7.43911 -3.71346 -0.42090
48 H -7.03964 -0.44963 -1.81656
49 C 0.22735 4.06474 -3.59882
50 C 1.22478 2.97988 -3.22056
51 C 0.91503 1.67144 -3.93289
52 O 1.19169 2.77386 -1.81309
53 H -0.78797 3.77668 -3.31041
54 H 0.45494 4.99427 -3.07276
55 H 0.24247 4.25861 -4.67440
56 H 2.23614 3.30615 -3.47500
57 H -0.07714 1.30312 -3.65565
58 H 1.63148 0.89952 -3.64444
59 H 0.95083 1.79393 -5.01855
60 H 0.30131 2.48400 -1.57397

Properties
Gap between HOMO and LUMO (eV): 7.6172
DFT total energy (a.u.): -1636.00000
Maximum force (hartree/bohr): 0.05575
Total charge: -1
HOMO (eV): -5.100
E_LUMO (eV): 2.5